Entry 1:
# C20H47N5O7V

A molecular structure, C20H47N5O7V in a non-equilibrium geometry (the ωB97M-V functional and the def2-TZVPD basis, the OMol25 dataset).

ORCA input file:
```
! RIJCOSX wB97M-V def2-TZVPD def2/J DEFGRID3
* xyz 1 3
V -0.02 -0.19 0.04
C 2.47 2.32 -2.55
C 1.25 2.51 -1.65
C 0.23 3.35 -2.42
O 0.72 1.34 -1.12
H 2.26 2.35 -3.62
H 3.11 1.46 -2.34
H 3.19 3.13 -2.41
H 1.56 3.08 -0.77
H -0.64 3.64 -1.83
H -0.10 2.76 -3.28
H 0.66 4.27 -2.81
C -2.57 -2.65 2.34
C -1.17 -2.05 2.58
C -0.30 -3.12 3.17
O -0.60 -1.52 1.42
H -3.24 -2.04 1.75
H -3.03 -2.77 3.33
H -2.52 -3.66 1.93
H -1.30 -1.18 3.24
H -0.28 -4.02 2.55
H -0.71 -3.40 4.15
H 0.74 -2.84 3.34
C -0.92 -3.46 -2.83
C -0.11 -2.18 -2.67
O -0.07 -1.58 -1.62
N 0.55 -1.81 -3.77
C 1.38 -0.61 -3.68
H -0.93 -3.83 -3.85
H -1.96 -3.19 -2.61
H -0.67 -4.25 -2.14
H 0.48 -2.29 -4.64
H 0.85 0.33 -3.54
H 2.06 -0.55 -4.53
H 2.11 -0.78 -2.89
C -4.12 -1.26 -0.82
C -3.18 -0.22 -1.33
O -2.01 -0.15 -0.91
N -3.67 0.67 -2.20
C -2.89 1.75 -2.79
H -5.13 -1.19 -1.25
H -4.29 -1.27 0.25
H -3.86 -2.25 -1.20
H -4.49 0.34 -2.68
H -2.03 1.94 -2.18
H -3.53 2.59 -3.03
H -2.55 1.38 -3.77
C 4.26 -0.70 -0.43
C 3.02 -1.51 -0.16
O 1.99 -1.03 0.28
N 3.17 -2.85 -0.29
C 2.18 -3.78 0.23
H 4.82 -1.07 -1.29
H 4.87 -0.54 0.45
H 3.88 0.27 -0.78
H 4.02 -3.21 -0.67
H 1.14 -3.52 0.04
H 2.33 -3.86 1.31
H 2.35 -4.76 -0.23
C 3.29 1.63 2.56
C 1.78 1.75 2.47
O 1.15 1.09 1.67
N 1.14 2.61 3.30
C 1.78 3.74 3.98
H 3.71 2.62 2.69
H 3.56 1.21 1.60
H 3.58 0.89 3.31
H 0.14 2.69 3.15
H 2.14 4.51 3.29
H 2.62 3.33 4.53
H 1.04 4.09 4.70
O -1.45 1.24 1.16
C -2.22 1.80 1.93
N -2.02 3.09 2.28
C -3.46 1.13 2.41
H -1.44 3.64 1.67
H -2.73 3.61 2.77
H -4.35 1.51 1.91
H -3.68 1.44 3.44
H -3.35 0.05 2.32
*
```

Gap between HOMO and LUMO (spin up / spin down) in eV: 8.048 / 8.772



Entry 2:
# C21H43NO12

6 unconnected molecules or ions with the total composition C21H43NO12 in a non-equilibrium geometry (the ωB97M-V functional and the def2-TZVPD basis, the OMol25 dataset).

ORCA input file:
```
! RIJCOSX wB97M-V def2-TZVPD def2/J DEFGRID3
* xyz 1 2
C -2.59 2.57 5.50
N -3.86 1.77 5.53
O -4.65 1.99 6.46
O -4.03 0.91 4.67
H -2.87 3.58 5.19
H -1.87 2.20 4.77
H -2.26 2.60 6.54
O 5.11 -1.27 1.54
C 4.47 -0.47 2.08
O 3.16 -0.45 2.39
C 2.51 -1.62 2.18
C 1.05 -1.65 2.69
C 5.06 0.91 2.48
H 3.06 -2.46 2.61
H 2.53 -1.78 1.10
H 0.38 -1.40 1.87
H 0.87 -1.25 3.68
H 0.77 -2.70 2.79
H 5.06 0.95 3.57
H 4.47 1.74 2.11
H 6.12 1.06 2.25
O 2.94 2.48 -4.58
C 2.84 1.38 -5.18
O 3.80 0.82 -5.83
C 5.20 1.19 -5.63
C 5.59 2.36 -6.46
C 1.55 0.72 -5.69
H 5.82 0.35 -5.96
H 5.51 1.27 -4.59
H 6.46 2.85 -6.03
H 4.76 3.06 -6.43
H 5.70 2.08 -7.51
H 0.67 1.02 -5.13
H 1.52 -0.35 -5.49
H 1.53 0.89 -6.77
O -3.68 -2.74 -3.32
C -3.68 -2.29 -2.18
O -2.70 -2.47 -1.27
C -1.51 -3.21 -1.68
C -0.57 -3.62 -0.44
C -4.74 -1.26 -1.74
H -1.01 -2.77 -2.54
H -1.95 -4.06 -2.20
H 0.27 -4.31 -0.51
H -1.19 -4.05 0.35
H -0.09 -2.75 0.01
H -5.55 -1.08 -2.45
H -4.36 -0.38 -1.21
H -5.20 -1.80 -0.91
O 1.96 2.80 0.77
C 1.21 2.00 1.37
O 0.46 1.06 0.75
C 0.56 0.75 -0.61
C 0.00 1.78 -1.62
C 0.93 2.08 2.85
H -0.01 -0.16 -0.77
H 1.59 0.52 -0.88
H -0.05 1.25 -2.56
H 0.69 2.61 -1.78
H -1.01 2.15 -1.43
H 1.46 1.39 3.51
H -0.13 1.94 3.04
H 0.99 3.12 3.18
O -2.65 -2.60 2.84
C -3.56 -2.17 2.20
O -3.60 -0.91 1.66
C -2.54 0.07 1.63
C -3.14 1.39 1.20
C -4.75 -3.06 1.81
H -1.71 -0.20 0.98
H -2.15 0.07 2.64
H -2.54 2.28 1.42
H -4.10 1.72 1.60
H -3.34 1.44 0.13
H -4.52 -3.93 2.43
H -4.82 -3.35 0.77
H -5.65 -2.61 2.24
*
```

Gap between HOMO and LUMO (spin up / spin down) in eV: 6.890 / 2.123



Entry 3:
# C20H54B2F6N3O10S2Zn

A molecular structure, C20H54B2F6N3O10S2Zn in a non-equilibrium geometry (the ωB97M-V functional and the def2-TZVPD basis, the OMol25 dataset).

ORCA input file:
```
! RIJCOSX wB97M-V def2-TZVPD def2/J DEFGRID3
* xyz -1 1
Zn 1.31 0.93 -1.57
B -0.57 0.37 -0.85
H -1.65 0.17 -0.56
H 0.15 -0.35 -0.30
H -0.41 0.25 -1.97
H -0.23 1.41 -0.53
B 2.16 -0.80 -2.42
H 1.28 -0.46 -3.07
H 1.91 -1.09 -1.33
H 2.55 -1.80 -2.82
H 3.03 -0.03 -2.34
C -0.94 4.29 -2.67
F -1.34 3.58 -3.70
F -1.15 5.58 -2.92
F -1.58 3.94 -1.58
S 0.96 4.04 -2.36
O 1.64 5.11 -3.03
O 1.05 4.02 -0.91
N 1.22 2.44 -2.90
S 1.54 2.42 -4.48
O 1.23 1.15 -5.07
O 1.07 3.53 -5.27
C 3.45 2.57 -4.51
F 3.92 3.61 -3.83
F 4.00 1.46 -4.05
F 3.81 2.74 -5.78
C -5.06 -0.89 -3.06
C -3.96 -0.14 -2.36
C -4.06 1.39 -2.27
O -3.88 -0.62 -1.01
H -4.74 -1.92 -3.17
H -5.14 -0.40 -4.04
H -6.03 -0.86 -2.57
H -3.01 -0.34 -2.88
H -4.10 1.87 -3.26
H -3.16 1.82 -1.84
H -4.96 1.70 -1.74
H -2.94 -0.43 -0.82
C 2.90 2.67 1.85
C 3.30 2.14 0.46
C 4.69 1.57 0.38
O 2.34 1.06 0.18
H 3.14 1.95 2.62
H 1.87 3.01 1.88
H 3.57 3.53 1.99
H 3.08 2.91 -0.29
H 4.86 0.98 1.28
H 5.41 2.39 0.32
H 4.96 1.02 -0.52
H 2.66 0.28 0.65
C 6.30 -2.53 1.42
O 5.35 -3.19 0.63
C 5.40 -2.87 -0.75
C 4.29 -3.64 -1.47
N 3.00 -3.48 -0.85
C 1.99 -4.49 -1.16
C 0.66 -4.18 -0.44
O 1.04 -3.87 0.91
C -0.01 -4.06 1.83
H 6.26 -1.45 1.22
H 7.33 -2.86 1.26
H 5.95 -2.75 2.43
H 6.43 -3.07 -1.07
H 5.20 -1.79 -0.85
H 4.61 -4.66 -1.69
H 4.29 -3.29 -2.52
H 2.57 -2.63 -1.20
H 2.32 -5.50 -0.90
H 1.82 -4.46 -2.25
H 0.16 -5.15 -0.48
H 0.08 -3.36 -0.84
H 0.29 -3.64 2.79
H -0.28 -5.11 1.92
H -0.91 -3.47 1.59
C -1.35 3.75 2.53
O -1.96 2.63 3.11
C -2.76 1.97 2.13
C -3.05 0.49 2.39
N -4.07 0.42 3.46
C -4.48 -0.97 3.60
C -5.60 -1.18 4.60
O -5.22 -1.48 5.95
C -6.36 -1.60 6.79
H -2.07 4.36 1.98
H -0.53 3.49 1.86
H -1.02 4.47 3.28
H -2.20 2.00 1.19
H -3.63 2.60 1.93
H -2.12 -0.05 2.61
H -3.49 0.10 1.48
H -3.60 0.78 4.28
H -3.62 -1.64 3.74
H -4.87 -1.39 2.67
H -6.22 -2.00 4.22
H -6.18 -0.25 4.64
H -7.23 -1.02 6.46
H -6.00 -1.13 7.71
H -6.64 -2.64 6.91
*
```

Gap between HOMO and LUMO in eV: 8.244



Entry 4:
# C19H33NO7P

3 unconnected molecules or ions with the total composition C19H33NO7P in a non-equilibrium geometry (the ωB97M-V functional and the def2-TZVPD basis, the OMol25 dataset).

ORCA input file:
```
! RIJCOSX wB97M-V def2-TZVPD def2/J DEFGRID3
* xyz 1 1
C -1.17 -3.12 4.00
C -0.48 -1.69 3.59
P -0.87 -1.22 1.76
C -1.75 0.47 1.63
N 0.77 -0.92 1.05
C 1.37 -2.16 0.40
C 2.84 -1.83 -0.31
O 3.47 -2.71 -1.12
C 3.48 -0.34 0.09
C 3.10 0.97 -0.82
C 3.71 2.43 -0.37
C 4.65 2.46 0.99
C 5.05 1.15 1.90
C 4.44 -0.33 1.44
H -1.79 -2.94 4.98
H -1.85 -3.45 3.07
H -0.30 -3.91 4.17
H 0.70 -1.85 3.70
H -0.74 -0.79 4.30
H -0.95 1.34 1.82
H -2.20 0.71 0.55
H -2.56 0.60 2.48
H 0.66 -0.18 0.30
H 1.34 -0.55 1.87
H 1.55 -2.95 1.27
H 0.65 -2.63 -0.40
H 2.40 0.80 -1.74
H 3.43 3.38 -1.01
H 5.06 3.50 1.35
H 5.70 1.19 2.87
H 4.66 -1.32 2.06
C -4.87 6.13 3.99
C -4.11 5.14 3.12
O -4.66 3.82 3.25
C -5.80 3.59 2.56
O -6.39 4.39 1.85
O -6.20 2.32 2.82
C -7.45 1.97 2.23
H -4.91 5.78 5.03
H -4.40 7.11 3.96
H -5.91 6.24 3.65
H -3.07 5.09 3.46
H -4.10 5.45 2.07
H -7.45 2.17 1.15
H -8.26 2.51 2.73
H -7.61 0.90 2.38
C 3.85 -2.76 -3.97
C 2.62 -3.60 -4.23
O 1.85 -3.06 -5.31
C 2.32 -3.33 -6.55
O 3.31 -3.98 -6.82
O 1.50 -2.71 -7.45
C 1.94 -2.84 -8.80
H 3.58 -1.71 -3.82
H 4.39 -3.12 -3.09
H 4.54 -2.79 -4.82
H 1.97 -3.58 -3.34
H 2.87 -4.65 -4.42
H 2.11 -3.88 -9.08
H 2.84 -2.24 -8.95
H 1.15 -2.44 -9.45
*
```

Gap between HOMO and LUMO in eV: 8.466



Entry 5:
# C3H6N3O

A gas-phase ion, C3H6N3O (charge +1) in a non-equilibrium geometry (the ωB97M-V functional and the def2-TZVPD basis, the OMol25 dataset).

ORCA input file:
```
! RIJCOSX wB97M-V def2-TZVPD def2/J DEFGRID3
* xyz 1 1
C 0.24 1.84 0.58
C -1.04 -0.09 -0.25
C 0.24 0.51 0.86
N 2.21 -0.69 -0.15
N 1.50 -0.50 0.79
N -0.86 -1.29 -0.73
O 0.20 2.95 0.34
H -1.88 -0.12 0.45
H -1.30 0.57 -1.00
H -0.04 0.50 1.95
H 2.16 -0.08 -0.99
H -0.90 -2.19 -0.20
H -0.55 -1.42 -1.67
*
```

Gap between HOMO and LUMO (spin up / spin down) in eV: 8.775 / 8.776